[1]
ORCA calculation (the ωB97M-V functional and the def2-TZVPD basis) on a cluster of 3 separate species, C20H50BI3N3O5P2 in total in a non-equilibrium geometry.

Summary:
E_LUMO: 2.113 eV
E_HOMO: -3.796 eV
molar mass: 866.1 g/mol

The geometry in ORCA input format:
```
! wB97M-V def2-TZVPD RIJCOSX def2/J DEFGRID3
* xyz -1 1
I -6.69939 -3.13611 -2.88165
I -4.44132 -4.66465 0.53254
I -4.24685 -0.20344 0.59324
P -1.81700 -4.55032 -1.50207
P -3.45275 -3.07088 -1.17359
O 3.35580 2.30797 3.32130
O 3.79700 -1.23377 6.12051
O 2.27263 5.06089 -3.35998
O 2.28210 1.11400 -1.12867
O -1.63866 -0.92143 -2.14097
N -3.17862 -1.75994 -3.92881
N 2.15976 1.27002 6.03118
N 0.32141 3.32109 -1.62384
C 4.18234 1.17049 3.50719
C -2.07657 -5.19332 -3.26579
C 0.01639 4.39148 -2.57190
C -0.11558 -3.73004 -1.44305
C -3.61939 -0.32355 -4.09176
C 0.98433 4.59718 -3.74446
C 4.78092 -0.71408 6.99785
C 0.29052 1.98261 -2.21610
C -2.04804 -1.90954 -4.87460
C 1.61898 2.25481 5.09320
C 0.26911 -3.11384 -0.01710
C 2.66758 1.57283 0.15490
C 1.97882 2.09385 3.61078
C 1.67730 -0.09122 5.79959
C 2.46638 -1.10493 6.62223
C 3.17812 4.04153 -2.96841
C -4.80795 -1.75674 -0.86077
C 0.86852 0.94303 -1.26326
C -7.07401 -0.47270 -1.15690
C -6.06070 -1.64523 -1.44376
B -2.69963 -1.82506 -2.48640
H 0.35761 0.95865 -0.29522
H 1.98684 3.23168 5.42124
H 0.71430 -0.04592 -1.70089
H -1.34012 -1.18566 -1.25414
H -1.68740 -2.97700 -4.98550
H 4.19021 4.38711 -3.19400
H 0.52929 2.28014 5.19584
H 0.64404 -4.55279 -1.63886
H 2.45113 -0.85538 7.68761
H -4.31359 -0.19957 -4.96926
H 4.59213 1.15572 4.51853
H 3.12561 3.87512 -1.89159
H -7.34549 -0.36570 -0.07472
H 5.76014 -0.99575 6.60831
H -1.14943 -1.25852 -4.63106
H -2.64184 -2.49860 -0.11637
H 1.24203 3.48999 -1.23816
H -0.00963 5.32087 -1.99452
H 0.56312 5.38828 -4.37301
H -2.60798 -6.19078 -3.15704
H 1.06267 3.71412 -4.38755
H 3.75568 1.52437 0.21898
H 0.87737 1.94355 -3.14124
H -0.74404 1.71850 -2.45225
H 1.43856 2.87253 3.06364
H 2.24535 0.94168 0.94201
H -1.10433 -5.38401 -3.79943
H -0.99419 4.23863 -2.96489
H 3.01032 3.10609 -3.50896
H -6.67231 0.49715 -1.56327
H 2.36280 2.61255 0.30649
H -0.60848 -2.90004 0.64614
H 0.83737 -2.15302 -0.23411
H 1.02704 -3.79444 0.47478
H 1.63359 1.14221 3.19302
H 4.67386 -1.13196 8.00313
H 0.07490 -2.95294 -2.24171
H -2.70794 0.33333 -4.27298
H -8.03059 -0.67949 -1.72404
H 0.61992 -0.14767 6.07442
H 3.16900 1.27916 5.95570
H 3.65795 0.23528 3.29209
H -4.07971 -0.00840 -3.11167
H 5.02608 1.25270 2.81754
H 1.99386 -2.08408 6.50637
H 1.77556 -0.37469 4.74588
H -4.11761 -3.69661 -2.26292
H -2.77850 -4.53871 -3.85688
H -2.38830 -1.60656 -5.91774
H 4.73159 0.37791 7.04157
*
```

---

[2]
ORCA calculation (the ωB97M-V functional and the def2-TZVPD basis) on the ion C5H11N4O with charge +1 in a non-equilibrium geometry.

Summary:
E_LUMO: -3.195 eV
E_HOMO: -13.369 eV
molar mass: 143.2 g/mol
structure (SMILES): N[C@@]([NH3+])(CO)c1ccn[nH]1

The geometry in ORCA input format:
```
! wB97M-V def2-TZVPD RIJCOSX def2/J DEFGRID3
* xyz 1 1
O 2.40318 -1.01521 0.11169
N 0.74628 0.78964 -0.90244
N 0.62181 0.40382 1.56836
N -1.96548 -1.19351 -0.30026
N -3.27772 -1.06448 -0.27218
C 1.05755 -1.45498 0.13800
C -1.33684 -0.12124 0.25937
C -3.52107 0.09302 0.29795
C 0.25330 -0.19506 0.40480
C -2.32617 0.74187 0.66625
H -2.24048 1.69205 1.14712
H 0.87879 -2.16123 0.95585
H 1.59105 0.37745 1.84200
H 0.07397 1.16674 1.92887
H -4.52908 0.42331 0.43778
H 0.56757 0.33555 -1.79995
H 3.00492 -1.74640 0.27701
H 1.75979 0.91219 -0.78619
H -1.56458 -2.04880 -0.65485
H 0.78842 -1.92545 -0.81569
H 0.26430 1.69467 -0.87851
*
```

---

[3]
ORCA calculation (the ωB97M-V functional and the def2-TZVPD basis) on the ion O2 with charge -1 in a non-equilibrium geometry.

Summary:
E_LUMO (spin up / spin down): 5.652 / 5.666 eV
E_HOMO (spin up / spin down): -1.980 / -1.448 eV
molar mass: 32.0 g/mol

The geometry in ORCA input format:
```
! wB97M-V def2-TZVPD RIJCOSX def2/J DEFGRID3
* xyz -1 2
O 0.00000 0.00000 -0.73940
O 0.00000 0.00000 0.73940
*
```

---

[4]
ORCA calculation (the ωB97M-V functional and the def2-TZVPD basis) on a structure of composition C38H20IrN8O4PS7Se.

Summary:
E_LUMO (spin up / spin down): 0.306 / -0.678 eV
E_HOMO (spin up / spin down): -5.392 / -5.395 eV
molar mass: 1179.2 g/mol

The geometry in ORCA input format:
```
! wB97M-V def2-TZVPD RIJCOSX def2/J DEFGRID3
* xyz -1 2
Ir 0.27760 1.32647 -2.28969
Se -4.39691 -4.67321 -2.85916
S 3.80466 4.29669 -0.74158
S 2.22251 5.76768 -2.67963
S 0.27532 3.54184 -3.02931
S 4.57672 7.07054 -1.43844
S 2.06449 1.88389 -0.89487
S 0.55365 0.18205 2.01841
S -0.43406 -3.01441 2.82901
P 0.88605 -1.53600 2.96667
O -2.49547 2.86555 -2.01907
O -6.55321 3.34425 3.50970
O -5.26552 2.00666 4.59296
O -1.02192 1.71274 -0.77340
N 0.15104 -0.65653 -1.67682
N 1.59648 0.50637 -8.13615
N -1.33561 0.66217 -3.42724
N -5.56575 2.63776 3.60081
N 4.93668 -1.27287 -5.70786
N -2.88591 -4.38867 -1.96220
N 1.50724 0.79913 -3.78830
N -4.35844 -3.07871 -3.65544
C 2.10628 0.27557 -7.12647
C -1.99884 1.35737 -4.34314
C 3.93990 -0.69693 -5.78529
C 2.14478 -0.16834 5.05058
C 2.44234 3.44401 -1.40685
C -3.01115 2.41402 0.25589
C 0.98487 -1.29602 -0.86425
C 2.71812 0.01150 -5.87696
C -2.90493 -1.12673 -3.65304
C 5.00766 -3.14440 1.57789
C -2.70590 1.68924 1.40184
C -3.13330 0.85510 -4.96545
C 3.44183 -1.32799 1.76969
C 0.84281 -1.53520 7.07961
C 2.41692 0.13616 6.37378
C 0.75721 -2.60839 -0.46116
C 2.88068 -3.49037 2.64973
C 1.22539 -1.16591 4.73109
C -4.66733 2.55819 2.43213
C 1.76249 -0.54696 7.39284
C -2.13752 2.34134 -0.97090
C -4.99111 3.29173 1.30237
C 1.68144 4.14886 -2.33451
C -2.47182 -3.19264 -2.27598
C 4.11073 -3.97841 2.23450
C 0.57821 -1.84834 5.75113
C 2.06741 0.43034 -4.72980
C -4.15149 3.21062 0.20717
C 4.67185 -1.81876 1.34721
C -0.38118 -3.25411 -0.87391
C 3.58739 5.78825 -1.60571
C 2.53425 -2.16011 2.41855
C -0.94744 -1.29667 -2.12591
C -3.29273 -2.46563 -3.22141
C -3.54261 1.75791 2.50612
C -1.25463 -2.59222 -1.73966
C -1.76461 -0.56790 -3.08713
C -3.59958 -0.39160 -4.61053
H 3.16139 -0.29580 1.58908
H 2.63347 0.38139 4.25472
H -5.88070 3.90290 1.29662
H -1.81656 1.07285 1.43886
H -4.36404 3.75857 -0.70031
H -3.32460 1.20192 3.40590
H 1.85656 -0.75909 -0.52269
H 5.96308 -3.52911 1.24333
H -3.63732 1.45511 -5.70834
H 5.36550 -1.16476 0.83272
H 1.96862 -0.30382 8.42808
H -0.61482 -4.25101 -0.52794
H 2.16359 -4.14077 3.13575
H 3.13311 0.91267 6.61280
H -1.62004 2.34219 -4.57061
H -4.48679 -0.81655 -5.06042
H 1.45193 -3.08360 0.21442
H 4.36825 -5.01493 2.41514
H -0.13314 -2.62212 5.49033
H 0.32646 -2.06601 7.87012
*
```

---

[5]
ORCA calculation (the ωB97M-V functional and the def2-TZVPD basis) on a structure of composition CH3NO2 in a non-equilibrium geometry.

Summary:
E_LUMO (spin up / spin down): -1.975 / -1.975 eV
E_HOMO (spin up / spin down): -10.576 / -10.590 eV
molar mass: 61.0 g/mol

The geometry in ORCA input format:
```
! wB97M-V def2-TZVPD RIJCOSX def2/J DEFGRID3
* xyz 0 1
O -1.82811 0.33574 -0.33195
O 0.76503 0.22182 -1.80096
N -0.13241 0.20874 -0.87899
C 0.28425 -0.10417 0.51270
H -0.43465 -0.92092 0.72109
H -0.00009 0.67049 1.30179
H 1.34598 -0.41171 0.47632
*
```

---

[6]
ORCA calculation (the ωB97M-V functional and the def2-TZVPD basis) on the molecule C4H8N2O.

Summary:
E_LUMO: 0.966 eV
E_HOMO: -9.540 eV
molar mass: 100.1 g/mol
structure (SMILES): C[C@@]1(C(N)=O)CN1

The geometry in ORCA input format:
```
! wB97M-V def2-TZVPD RIJCOSX def2/J DEFGRID3
* xyz 0 1
O -0.36695 -0.86421 -2.09384
N -1.83821 -1.16401 -0.39186
N -0.27111 0.52771 1.31063
C 0.21525 0.11340 -0.00215
C 1.17739 1.04479 -0.71817
C -0.69745 -0.65955 -0.93816
C 0.63311 -0.60052 1.25190
H 0.12775 -1.48745 1.62074
H -1.96861 -1.08090 0.60382
H 0.15352 1.40195 1.60831
H 1.69701 -0.58488 1.47404
H 1.06439 0.91639 -1.79355
H -2.24186 -1.95985 -0.86410
H 0.89951 2.07560 -0.48721
H 2.23674 0.91842 -0.46593
*
```

---

[7]
ORCA calculation (the ωB97M-V functional and the def2-TZVPD basis) on a cluster of 2 separate species, C5H12O in total.

Summary:
E_LUMO: 1.108 eV
E_HOMO: -10.000 eV
molar mass: 88.1 g/mol
structure (SMILES): CCCO.C=C

The geometry in ORCA input format:
```
! wB97M-V def2-TZVPD RIJCOSX def2/J DEFGRID3
* xyz 0 1
O -0.21612 0.98468 -0.73003
C 2.35291 -0.03029 -1.49985
C -1.76474 -0.41341 2.36404
C -1.55159 0.39284 1.08963
C 1.80263 -0.25556 -2.69047
C -0.26910 0.07372 0.34333
H -1.52334 1.46506 1.31579
H 0.59382 0.18688 1.02626
H -1.83742 -1.48831 2.16040
H 2.08234 -0.62084 -0.62715
H -2.69377 -0.10701 2.85501
H -0.27180 -0.98288 0.01371
H 2.07858 0.32301 -3.56704
H 0.45916 0.72646 -1.37096
H -2.38650 0.24310 0.39509
H 1.03625 -1.01622 -2.82747
H -0.94705 -0.26151 3.07857
H 3.05574 0.78028 -1.32882
*
```

---

[8]
ORCA calculation (the ωB97M-V functional and the def2-TZVPD basis) on the molecule C3H6O in a non-equilibrium geometry.

Summary:
E_LUMO: 1.027 eV
E_HOMO: -9.776 eV
molar mass: 58.1 g/mol
structure (SMILES): CCC=O

The geometry in ORCA input format:
```
! wB97M-V def2-TZVPD RIJCOSX def2/J DEFGRID3
* xyz 0 1
O -0.75447 -1.08660 1.40422
C 0.02039 -0.60724 0.62001
C 0.83419 0.98216 -1.31619
C -0.21637 0.47327 -0.31239
H -1.11180 0.03739 -0.82324
H 1.70097 1.40499 -1.01215
H 1.09030 -1.06606 0.32477
H 0.93590 0.18737 -2.18244
H -0.63401 1.37944 0.23856
H 0.22519 1.66055 -1.72783
*
```